ORCA calculation (ωB97M-V with the def2-TZVPD basis set) on a cluster of 2 separate species, C5H6Br2SSi in total.

Net charge: 0
LUMO energy (alpha / beta) (eV): -0.9663 / -1.4830
HOMO level (alpha / beta) (eV): -9.503 / -7.544
Gap between HOMO and LUMO (alpha / beta) (eV): 8.54 / 6.06

Each line ends with the Mulliken charge.
Geometry (Å):
1 C -2.20 -2.98 -1.10  -0.409
2 C -1.18 -3.14 -0.11  -0.367
3 C -2.80 -1.79 -0.96  -0.390
4 C -1.17 -2.13 0.79  0.098
5 C 0.72 1.43 0.08  -0.934
6 Si 0.13 1.66 1.82  0.398
7 S -2.34 -0.96 0.49  -0.042
8 Br 1.31 1.13 3.62  -0.236
9 Br -0.36 3.72 2.05  -0.218
10 H -2.42 -3.80 -1.89  0.277
11 H -0.57 -4.05 -0.04  0.355
12 H -3.57 -1.36 -1.47  0.470
13 H -0.04 1.80 -0.72  0.289
14 H 1.66 2.03 -0.22  0.335
15 H 0.90 0.44 -0.27  0.375

=====

ORCA calculation (ωB97M-V with the def2-TZVPD basis set) on a cluster of 2 separate species, C5H6BrClN2O in total.

Net charge: 0
LUMO energy (alpha / beta) (eV): 0.4159 / -1.5810
HOMO level (alpha / beta) (eV): -4.800 / -10.226
Spin multiplicity: 3
Gap between HOMO and LUMO (alpha / beta) (eV): 5.22 / 8.65

Each line ends with the Mulliken charge.
Geometry (Å):
1 C -0.67 2.17 1.03  -0.236
2 C -1.81 2.35 0.33  -0.410
3 C -0.50 1.97 -2.89  0.467
4 C 0.09 0.14 0.36  0.621
5 C 1.22 -0.53 -0.39  -0.865
6 N 0.32 1.36 0.59  -0.451
7 N -0.65 0.85 -2.75  -0.394
8 O -1.06 -0.44 0.69  -0.445
9 Cl -0.38 3.56 -3.27  -0.062
10 Br -3.18 3.66 0.66  -0.164
11 H -0.47 2.57 2.03  0.389
12 H 1.25 0.07 -1.31  0.208
13 H 1.17 -1.67 -0.56  0.322
14 H 2.14 -0.24 0.16  0.302
15 H -1.05 -1.32 0.99  0.335
16 H -2.14 1.89 -0.62  0.382

=====

ORCA calculation (ωB97M-V with the def2-TZVPD basis set) on the ion C5H6BrN2 with charge +1.

Net charge: +1
LUMO energy (eV): -4.6430
HOMO level (eV): -13.580
Structure (SMILES): C=NCC(=C)[N+]#CBr
Gap between HOMO and LUMO (eV): 8.94

Each line ends with the Mulliken charge.
Geometry (Å):
1 C 1.02 -0.97 2.09  -0.273
2 N 0.71 -0.15 1.20  -0.414
3 C 0.69 -0.52 -0.18  -0.430
4 C -0.19 0.40 -1.00  0.577
5 C 0.04 0.82 -2.24  -1.028
6 N -1.33 0.77 -0.37  0.030
7 C -2.17 0.97 0.42  0.399
8 Br -3.46 1.32 1.53  0.244
9 H 1.28 -2.02 1.91  0.257
10 H 1.06 -0.62 3.11  0.281
11 H 0.34 -1.55 -0.35  0.359
12 H 1.71 -0.43 -0.58  0.384
13 H -0.67 1.42 -2.79  0.327
14 H 0.95 0.56 -2.75  0.289

=====

ORCA calculation (ωB97M-V with the def2-TZVPD basis set) on a cluster of 2 separate species, C5H6BrN2O in total.

Net charge: -1
LUMO energy (eV): 3.4386
HOMO level (eV): -3.448
Gap between HOMO and LUMO (eV): 6.89

Each line ends with the Mulliken charge.
Geometry (Å):
1 C 1.40 1.52 -0.04  -0.206
2 C 1.50 0.21 0.26  -0.655
3 C -1.44 -1.44 0.02  0.343
4 C -0.81 1.84 0.56  -0.482
5 C -0.17 -1.86 -0.42  -0.629
6 N 0.18 2.16 -0.15  -0.539
7 N -2.46 -1.03 0.38  0.477
8 O -3.55 -0.65 0.77  -0.769
9 Br 3.36 -0.43 0.23  -0.382
10 H 2.22 2.19 -0.31  0.420
11 H -1.75 2.35 0.38  0.273
12 H -0.79 1.08 1.34  0.407
13 H 0.14 -2.79 0.06  0.286
14 H 0.60 -0.95 -0.07  0.202
15 H -0.12 -1.94 -1.50  0.253

=====

ORCA calculation (ωB97M-V with the def2-TZVPD basis set) on a structure of composition C5H6BrNO2S.

Net charge: 0
LUMO energy (alpha / beta) (eV): -1.8268 / -1.8450
HOMO level (alpha / beta) (eV): -9.360 / -9.402
Gap between HOMO and LUMO (alpha / beta) (eV): 7.53 / 7.56

Each line ends with the Mulliken charge.
Geometry (Å):
1 C 1.06 -0.30 -0.68  0.049
2 C 2.22 -1.18 -0.62  0.006
3 C -1.27 -0.02 -0.78  0.401
4 C -1.24 1.56 1.16  -1.028
5 C -1.99 0.39 0.56  -0.329
6 N -0.13 -0.74 -0.55  -0.315
7 O 3.93 -3.04 -0.21  -0.472
8 O -1.81 -0.09 -1.84  -0.531
9 S 2.51 -2.89 -0.50  0.425
10 Br 3.84 -0.22 -0.52  -0.078
11 H 1.27 0.70 -1.05  0.372
12 H -1.36 2.38 0.46  0.340
13 H -0.17 1.41 0.99  0.250
14 H -1.69 1.89 2.08  0.334
15 H -3.09 0.58 0.24  0.263
16 H -2.08 -0.42 1.27  0.314

=====

ORCA calculation (ωB97M-V with the def2-TZVPD basis set) on a cluster of 2 separate species, C5H6BrNS in total.

Net charge: 0
LUMO energy (alpha / beta) (eV): -0.2225 / -0.4187
HOMO level (alpha / beta) (eV): -8.552 / -8.338
Gap between HOMO and LUMO (alpha / beta) (eV): 8.33 / 7.92

Each line ends with the Mulliken charge.
Geometry (Å):
1 C -0.42 1.27 2.26  -0.507
2 C -1.34 2.09 1.70  -0.167
3 C -0.30 0.55 0.23  0.218
4 C 1.30 -1.77 -1.26  -0.931
5 C 0.28 -0.84 -1.78  -0.176
6 N 0.16 0.39 1.39  -0.408
7 S -1.50 1.76 0.01  -0.111
8 Br -1.40 -1.53 -2.23  -0.067
9 H -0.12 1.26 3.29  0.396
10 H -1.94 2.86 2.16  0.386
11 H 0.92 -2.35 -0.43  0.307
12 H 2.18 -1.21 -0.93  0.307
13 H 1.61 -2.47 -2.04  0.354
14 H 0.56 0.01 -2.38  0.398

=====

ORCA calculation (ωB97M-V with the def2-TZVPD basis set) on a structure of composition C5H6CaF3IO3S.

Net charge: +2
LUMO energy (eV): -9.5715
HOMO level (eV): -15.621
Gap between HOMO and LUMO (eV): 6.05

Each line ends with the Mulliken charge.
Geometry (Å):
1 O 2.65 -1.49 0.06  -0.471
2 S 1.42 -1.04 -0.45  1.092
3 O 0.95 -2.09 -1.45  -0.614
4 C 0.19 -0.95 0.86  -1.077
5 C -0.79 0.24 0.73  0.359
6 C -2.04 -0.16 -0.08  0.623
7 F -3.03 0.62 0.32  -0.246
8 F -2.45 -1.41 0.21  -0.291
9 F -1.87 -0.06 -1.41  -0.265
10 C -0.18 1.58 0.22  -0.767
11 C 1.27 1.49 -0.30  -0.702
12 I 2.63 1.64 1.37  0.319
13 O 1.51 0.35 -1.19  -0.380
14 H 0.74 -0.84 1.80  0.428
15 H -0.29 -1.93 0.91  0.585
16 H -1.18 0.43 1.74  0.357
17 H -0.84 2.06 -0.52  0.342
18 H -0.15 2.27 1.07  0.393
19 H 1.45 2.38 -0.91  0.572
20 Ca 0.00 -3.11 -2.97  1.743

=====

ORCA calculation (ωB97M-V with the def2-TZVPD basis set) on a structure of composition C5H6Cl2N2S.

Net charge: 0
LUMO energy (eV): 0.1826
HOMO level (eV): -9.100
Gap between HOMO and LUMO (eV): 9.28

Each line ends with the Mulliken charge.
Geometry (Å):
1 C -1.82 0.54 -0.93  -0.011
2 C -0.94 0.05 1.32  0.535
3 C -1.51 1.13 0.43  -0.910
4 C 0.04 -0.84 -0.89  0.705
5 C 2.61 -0.36 -0.11  -0.778
6 N -1.14 -0.40 -1.45  -0.569
7 N -0.13 -0.82 0.94  -0.618
8 S 1.35 0.19 -1.30  -0.041
9 Cl -1.40 0.06 2.99  -0.177
10 Cl 0.23 -2.64 -1.21  -0.187
11 H -2.68 0.93 -1.47  0.387
12 H -0.77 1.91 0.40  0.331
13 H -2.33 1.58 0.94  0.421
14 H 3.01 0.46 0.46  0.301
15 H 3.39 -0.78 -0.76  0.284
16 H 2.08 -1.01 0.63  0.328

=====

ORCA calculation (ωB97M-V with the def2-TZVPD basis set) on the molecule C5H6Cl2SSi.

Net charge: 0
LUMO energy (alpha / beta) (eV): -2.1792 / -2.1551
HOMO level (alpha / beta) (eV): -8.023 / -8.030
Gap between HOMO and LUMO (alpha / beta) (eV): 5.84 / 5.87

Each line ends with the Mulliken charge.
Geometry (Å):
1 C -0.57 -0.99 0.05  -0.609
2 C -0.47 -2.07 0.80  -0.326
3 C 0.40 -0.25 -0.64  1.763
4 C 1.65 -0.55 -0.55  -0.862
5 C -0.11 0.91 -1.55  -1.217
6 Si 3.50 -0.48 -0.26  0.563
7 S 0.75 -3.00 1.45  -0.294
8 Cl 3.99 0.12 1.65  -0.250
9 Cl 4.21 0.86 -1.57  -0.193
10 H -1.58 -0.71 -0.24  0.245
11 H -1.38 -2.28 1.39  0.239
12 H -0.08 1.60 -0.72  0.378
13 H 0.69 1.29 -2.31  0.290
14 H -0.99 0.60 -2.13  0.380
15 H 4.14 -1.74 -0.13  -0.106

=====

ORCA calculation (ωB97M-V with the def2-TZVPD basis set) on the molecule C5H6ClF.

Net charge: 0
LUMO energy (eV): 0.8795
HOMO level (eV): -8.961
Structure (SMILES): C=C/C=C(/Cl)CF
Gap between HOMO and LUMO (eV): 9.84

Each line ends with the Mulliken charge.
Geometry (Å):
1 C -0.95 1.23 1.29  -0.585
2 C -1.14 0.87 0.04  -0.297
3 C -0.16 0.53 -0.94  -0.401
4 C 0.80 -0.34 -0.84  0.473
5 Cl 2.05 -0.35 -1.98  -0.206
6 C 0.88 -1.45 0.06  -0.284
7 F -0.16 -1.42 0.98  -0.247
8 H 0.08 1.27 1.79  0.214
9 H -1.79 1.36 1.97  0.259
10 H -2.14 1.03 -0.44  0.249
11 H -0.12 1.13 -1.86  0.315
12 H 1.87 -1.54 0.60  0.254
13 H 0.78 -2.32 -0.67  0.258

=====

ORCA calculation (ωB97M-V with the def2-TZVPD basis set) on the molecule C5H6ClF3N2O.

Net charge: 0
LUMO energy (eV): 0.8142
HOMO level (eV): -8.808
Structure (SMILES): CO[C@@H]1C=CN(F)[C@](F)(Cl)N1F
Gap between HOMO and LUMO (eV): 9.62

Each line ends with the Mulliken charge.
Geometry (Å):
1 C 1.24 0.81 -1.17  -0.907
2 O 0.61 0.62 0.11  -0.336
3 C -0.21 -0.54 0.09  0.135
4 C -1.34 -0.47 1.02  -0.881
5 C -1.09 -0.42 2.36  -0.199
6 N 0.14 -0.55 2.92  -0.109
7 F 0.20 -1.07 4.24  -0.228
8 C 1.17 -1.62 1.84  0.745
9 F 1.19 -2.73 2.46  -0.175
10 Cl 2.61 -0.66 1.83  -0.118
11 N 0.65 -1.68 0.54  -0.042
12 F -0.18 -2.81 0.46  -0.245
13 H 0.58 1.07 -1.89  0.398
14 H 1.91 -0.04 -1.43  0.313
15 H 1.83 1.58 -0.99  0.374
16 H -0.61 -0.59 -0.93  0.484
17 H -2.30 -0.43 0.56  0.422
18 H -1.92 -0.39 3.14  0.370

=====

ORCA calculation (ωB97M-V with the def2-TZVPD basis set) on the molecule C5H6ClFO.

Net charge: 0
LUMO energy (eV): 0.8018
HOMO level (eV): -9.335
Structure (SMILES): FCC1=COC[C@@H]1Cl
Gap between HOMO and LUMO (eV): 10.14

Each line ends with the Mulliken charge.
Geometry (Å):
1 F 2.55 0.60 0.64  -0.302
2 C 1.81 0.49 -0.56  -0.349
3 C 0.50 -0.08 -0.22  0.219
4 C -0.04 -1.19 -0.71  -0.495
5 O -1.30 -1.43 -0.30  -0.370
6 C -1.65 -0.48 0.67  -0.419
7 C -0.54 0.59 0.58  0.103
8 Cl -1.17 2.10 -0.38  -0.246
9 H 1.70 1.45 -1.06  0.234
10 H 2.39 -0.18 -1.26  0.256
11 H 0.35 -2.00 -1.28  0.446
12 H -1.54 -0.84 1.70  0.267
13 H -2.69 0.02 0.56  0.297
14 H -0.36 0.97 1.61  0.359

=====

Number 1: F_max 3.4 eV/Å, electronic energy -164077.882 eV. Number 2: F_max 9.4 eV/Å, electronic energy -92868.626 eV. Number 3: F_max 4.0 eV/Å, electronic energy -78294.933 eV. Number 4: F_max 2.1 eV/Å, electronic energy -80348.185 eV. Number 5: F_max 3.3 eV/Å, electronic energy -91742.178 eV. Number 6: F_max 3.5 eV/Å, electronic energy -87646.657 eV. Number 7: F_max 2.0 eV/Å, electronic energy -56935.341 eV. Number 8: F_max 4.2 eV/Å, electronic energy -44140.711 eV. Number 9: F_max 3.5 eV/Å, electronic energy -49037.967 eV. Number 10: F_max 2.9 eV/Å, electronic energy -20520.182 eV. Number 11: F_max 4.6 eV/Å, electronic energy -30977.801 eV. Number 12: F_max 2.7 eV/Å, electronic energy -22568.555 eV.